1.
Below is C52H65AsF9N3PPdS2SeSi3 as an isolated structure, with properties calculated with wB97M-V/def2-TZVPD.

Geometry as XYZ:
```
138
Properties=species:S:1:pos:R:3:forces:R:3
Pd -0.0004 -0.0902 1.8115 -0.6 -0.1 -0.1
S -0.0953 -1.3018 3.8811 0.0 0.2 0.0
C 1.2525 -0.8009 4.8609 -0.2 -0.2 -0.1
N 2.1914 0.0247 4.5370 0.0 0.1 0.1
C 3.1419 0.1367 5.5405 0.0 0.0 0.0
C 4.2738 0.9477 5.4852 0.0 0.0 0.0
C 5.1344 0.9535 6.5635 0.0 0.0 0.0
C 4.8801 0.1630 7.6900 0.0 0.0 0.0
C 3.7598 -0.6422 7.7579 0.0 0.0 0.0
C 2.8918 -0.6484 6.6710 0.1 0.0 0.0
S 1.4129 -1.5301 6.4412 0.0 0.0 0.0
H 4.4589 1.5605 4.6112 0.0 0.0 0.0
H 6.0175 1.5768 6.5407 0.0 0.0 0.0
H 5.5699 0.1832 8.5219 0.0 0.0 0.0
H 3.5667 -1.2476 8.6324 0.0 0.0 0.0
F -5.7155 0.8482 -4.1080 0.0 0.0 0.0
C -5.8534 -0.3822 -3.5878 0.0 0.0 0.0
F -7.1341 -0.5207 -3.2095 0.0 0.0 0.0
F -5.6355 -1.2641 -4.5794 0.0 0.0 0.0
C -4.9116 -0.6204 -2.4359 0.0 0.0 0.0
C -4.8867 -1.8846 -1.8509 0.0 0.0 0.0
C -4.0154 -2.1426 -0.8113 0.0 0.1 0.0
C -3.1582 -1.1368 -0.3577 0.0 0.1 0.0
C -3.2091 0.1226 -0.9309 0.0 0.1 0.0
C -4.0897 0.3891 -1.9720 0.0 0.0 0.0
P -1.9293 -1.4679 0.9357 0.4 -0.3 0.4
C -2.9288 -2.3205 2.2037 -0.1 0.1 -0.1
C -3.7858 -1.5132 2.9500 0.0 0.0 0.0
C -4.6053 -2.0583 3.9207 0.0 0.0 0.0
C -4.5675 -3.4254 4.1553 0.0 0.0 0.0
C -3.7305 -4.2428 3.4127 0.0 0.0 0.0
C -2.9174 -3.6917 2.4336 0.0 0.0 0.0
C -5.4164 -4.0290 5.2436 0.0 0.0 0.0
F -4.7282 -4.1330 6.3952 0.0 0.0 0.0
F -5.8322 -5.2636 4.9185 0.0 0.0 0.0
F -6.5050 -3.2866 5.4964 0.0 0.0 0.0
C -0.9002 -2.8015 0.2123 -0.1 0.0 -0.2
C -0.9240 -3.0657 -1.1569 0.0 0.0 0.0
C -0.0977 -4.0343 -1.6993 0.0 0.0 0.0
C 0.7818 -4.7327 -0.8845 0.0 0.0 0.0
C 0.8175 -4.4820 0.4762 0.0 0.0 0.0
C -0.0230 -3.5231 1.0203 0.1 0.0 0.0
C 1.7183 -5.7255 -1.5166 0.0 0.0 0.0
F 2.6840 -5.0931 -2.2179 0.0 0.0 0.0
F 2.3293 -6.4981 -0.6094 0.0 0.0 0.0
F 1.0776 -6.5313 -2.3783 0.0 0.0 0.0
H -5.5435 -2.6625 -2.2173 0.0 0.0 0.0
H -3.9911 -3.1276 -0.3612 0.0 0.0 0.0
H -2.5304 0.8872 -0.5804 0.0 0.0 0.0
H -4.1243 1.3691 -2.4263 0.0 0.0 0.0
H -3.8276 -0.4459 2.7613 0.0 0.0 0.0
H -5.2752 -1.4287 4.4895 0.0 0.0 0.0
H -3.7203 -5.3096 3.5878 0.0 0.0 0.0
H -2.2835 -4.3443 1.8498 0.0 0.0 0.0
H -1.5977 -2.5227 -1.8082 0.0 0.0 0.0
H -0.1361 -4.2492 -2.7592 0.0 0.0 0.0
H 1.4893 -5.0359 1.1161 0.0 0.0 0.0
H 0.0111 -3.3470 2.0866 0.0 0.1 0.1
C 1.9394 3.8495 0.2110 0.0 -0.1 0.1
Si 3.2160 2.5901 0.7387 0.0 0.0 0.0
C 4.0665 1.8957 -0.7721 0.1 0.1 0.0
C 4.4608 3.3317 1.9182 0.0 0.0 0.0
As 2.2389 0.7762 1.9553 0.2 0.1 -0.1
Si -0.7413 1.8137 3.0790 0.0 -0.1 0.1
C -1.6248 2.7021 1.6915 0.1 0.0 0.0
C 0.5344 2.9108 3.8706 -0.1 -0.1 0.1
C -1.9344 1.3192 4.4188 0.0 0.1 0.0
Si 3.6730 -1.0998 1.6318 0.0 0.0 0.0
C 5.4199 -0.4787 1.8849 0.0 0.0 0.0
C 3.3239 -2.4237 2.8975 0.1 0.0 0.0
C 3.3716 -1.6912 -0.1205 0.0 0.0 0.0
H 2.3907 4.4832 -0.5563 0.0 0.0 0.0
H 1.6197 4.5017 1.0201 0.0 0.0 0.2
H 1.0640 3.3608 -0.2196 0.1 0.1 0.1
H 4.3884 2.7439 -1.3831 0.0 0.0 0.0
H 3.4011 1.2803 -1.3757 -0.1 0.0 0.0
H 4.9519 1.3136 -0.5184 0.0 0.0 0.0
H 4.9963 4.1473 1.4267 0.0 0.0 0.0
H 5.2001 2.5904 2.2267 0.0 0.0 0.0
H 3.9826 3.7342 2.8124 0.0 0.0 0.0
H -0.9260 3.0842 0.9475 0.0 0.0 0.0
H -2.1621 3.5408 2.1433 0.0 0.1 0.0
H -2.3511 2.0637 1.1913 -0.1 0.0 0.0
H 1.2082 3.3794 3.1621 0.1 0.1 -0.1
H 1.1185 2.3682 4.6130 0.0 0.0 0.0
H -0.0192 3.7011 4.3879 0.0 0.0 0.0
H -2.6245 0.5273 4.1419 0.0 0.0 0.0
H -2.5079 2.2182 4.6663 -0.1 0.0 0.0
H -1.3997 0.9989 5.3124 0.0 0.0 0.0
H 5.4965 0.1431 2.7788 0.0 0.0 0.0
H 5.7989 0.0865 1.0343 0.0 0.0 0.0
H 6.0804 -1.3359 2.0341 0.0 0.0 0.0
H 3.8471 -2.1905 3.8270 0.0 0.0 0.0
H 3.7151 -3.3716 2.5201 0.0 0.0 0.0
H 2.2695 -2.5520 3.1279 -0.1 0.0 -0.1
H 3.9296 -1.0776 -0.8301 0.0 0.0 0.0
H 2.3148 -1.6443 -0.3944 0.0 0.0 0.0
H 3.7062 -2.7251 -0.2330 0.0 0.0 0.0
C 2.2846 -0.4749 -6.4985 0.0 0.0 0.0
C 2.2714 0.3942 -5.2479 0.0 0.0 0.0
C 2.0949 -0.4010 -3.9573 0.0 -0.1 0.0
C 0.6909 -0.9493 -3.7306 0.0 -0.1 0.0
N -0.3179 0.1051 -3.6934 -0.1 0.0 0.0
C -0.4963 0.9658 -2.6711 -0.1 -0.1 0.2
Se 0.2876 0.8282 -0.9880 0.5 0.1 -0.1
N -1.3969 1.8975 -3.0533 0.0 0.0 0.0
C -1.7176 3.1019 -2.2932 0.0 0.0 0.0
C -0.6486 4.1796 -2.4577 0.0 0.0 0.0
C -0.5816 4.8124 -3.8459 0.0 0.0 0.0
C -1.7483 5.7482 -4.1373 0.0 0.0 0.0
C -1.8621 1.5872 -4.3264 0.0 0.0 -0.1
C -2.8211 2.1856 -5.1322 0.0 0.0 0.0
C -3.0649 1.5961 -6.3586 0.0 0.0 0.0
C -2.3721 0.4523 -6.7706 0.0 0.0 0.0
C -1.4154 -0.1421 -5.9686 0.0 0.0 0.0
C -1.1763 0.4456 -4.7335 0.0 0.1 -0.1
H 2.4286 0.1237 -7.3971 0.0 0.0 0.0
H 1.3515 -1.0250 -6.6263 0.0 0.0 0.0
H 3.0921 -1.2074 -6.4536 0.0 0.0 0.0
H 1.4834 1.1507 -5.3253 0.0 0.0 0.0
H 3.2090 0.9503 -5.1877 0.0 0.0 0.0
H 2.3570 0.2091 -3.0914 0.0 0.0 0.0
H 2.7749 -1.2583 -3.9555 0.0 0.0 0.0
H 0.6436 -1.4810 -2.7824 0.0 0.0 0.0
H 0.3983 -1.6375 -4.5237 0.0 0.0 0.0
H -1.7935 2.8138 -1.2459 0.0 0.0 0.0
H -2.6975 3.4464 -2.6259 0.0 0.0 0.0
H 0.3138 3.7312 -2.1943 -0.1 0.0 -0.1
H -0.8453 4.9561 -1.7125 0.0 0.0 0.0
H -0.5260 4.0280 -4.6064 0.0 0.0 0.0
H 0.3525 5.3710 -3.9299 0.0 0.0 0.0
H -2.7036 5.2238 -4.1813 0.0 0.0 0.0
H -1.6198 6.2566 -5.0920 0.0 0.0 0.0
H -1.8340 6.5132 -3.3638 0.0 0.0 0.0
H -3.3638 3.0659 -4.8208 0.0 0.0 0.0
H -3.8111 2.0256 -7.0119 0.0 0.0 0.0
H -2.5942 0.0192 -7.7356 0.0 0.0 0.0
H -0.8937 -1.0305 -6.2926 0.0 0.0 0.0
```
Forces are in eV/Å.

Calculated values
ΔE to the lowest compared entry with this formula, charge and spin   42.2 kJ/mol
Spin multiplicity   3
Net charge   +1
E_tot   -9854.9384 Eh
E_LUMO (spin up / spin down)   -3.03 / -3.79 eV
HOMO (spin up / spin down)   -9.5049 / -10.1951 eV

---

2.
Below is C6H3F3INS as an isolated structure in a non-equilibrium geometry, with properties calculated with wB97M-V/def2-TZVPD.

Geometry as XYZ:
```
15
Properties=species:S:1:pos:R:3:forces:R:3
C -0.3319 1.7866 0.3909 -0.4 -1.4 0.4
C -1.5110 1.2071 0.6070 -1.7 1.6 -0.1
C 0.7296 -0.2688 -0.0939 -3.4 -2.2 -0.8
C 0.8430 1.0605 0.0159 0.2 -1.2 0.2
C -1.0548 -1.1045 0.0733 4.2 2.9 -0.7
C 1.6282 -1.3773 -0.6050 0.3 1.0 0.1
N -1.8728 -0.0972 0.3428 -0.7 1.2 0.5
F 2.9002 -1.0176 -0.4339 1.0 0.3 -0.2
F 1.4639 -2.4757 0.0874 -0.1 -1.0 0.9
F 1.4888 -1.7353 -1.9036 -0.3 0.7 0.3
S -1.3320 -2.6043 -0.2605 -0.8 -1.7 -0.3
I 2.6465 2.1299 -0.0370 -0.1 0.0 -0.2
H -0.3722 2.7877 0.6320 0.7 2.1 0.3
H -2.3558 1.9244 0.9225 1.2 -1.7 -0.5
H -2.8695 -0.2154 0.2621 -0.1 -0.6 0.2
```
Forces are in eV/Å.

Calculated values
ΔE to the lowest compared entry with this formula, charge and spin   0.0 kJ/mol
Net charge   0
E_tot   -1280.5934 Eh
E_LUMO   -0.09 eV
HOMO   -8.7969 eV